The following is a quantum chemistry calculation of 2 unconnected molecules or ions with the total composition C3H6, from the OMol25 dataset.

The frontier orbital gap comes out at 7.9 eV. As for the max |F|: 5.86 eV Å⁻¹. As for the HOMO energy: -7.59 eV. The LUMO energy comes out at 0.28 eV.

Geometry (Å):
1 C 1.214 0.016 0.289
2 C -0.108 0.372 -0.259
3 C -1.372 0.020 0.279
4 H 1.236 -0.879 0.928
5 H 0.589 -0.999 -0.821
6 H 2.094 0.254 -0.361
7 H 0.058 1.041 -1.114
8 H -2.306 0.368 -0.286
9 H -1.404 -0.195 1.345

Force components x, y, z for each atom (eV/Å):
-0.80 -4.26 -3.95
-2.92 0.34 1.26
1.47 2.49 -1.98
0.47 0.92 0.57
2.00 2.05 2.14
-0.63 0.11 1.22
-0.88 -0.49 -0.06
1.54 -0.59 1.15
-0.25 -0.56 -0.35

Charges per atom according to Löwdin partitioning, unit e:
1. C -0.030
2. C -0.414
3. C -0.092
4. H 0.054
5. H 0.250
6. H 0.064
7. H 0.091
8. H 0.050
9. H 0.028